{"formula": "C22H30GdN4O5S3", "method": "wB97M-V/def2-TZVPD", "relative_energy_kj_mol": 6.90, "fmax_ev_per_a": 2.69, "molar_mass_g_mol": 683.956, "homo_lumo_gap_ev": [7.88, 8.31], "charge": 1, "e_homo_ev": [-11.4, -11.4], "energy_ev": -92837.0643, "spin_multiplicity": 8, "species": ["Gd", "N", "C", "C", "O", "N", "C", "C", "O", "O", "H", "H", "H", "H", "H", "H", "C", "C", "S", "C", "C", "S", "C", "C", "S", "H", "H", "H", "H", "H", "H", "H", "H", "H", "H", "H", "H", "O", "C", "C", "C", "C", "N", "C", "C", "C", "C", "C", "C", "O", "C", "C", "N", "H", "H", "H", "H", "H", "H", "H", "H", "H", "H", "H", "H"], "xyz": [[0.75364, -1.32175, 0.06585], [0.32458, -1.92324, -2.64591], [1.06769, -3.21689, -2.70125], [1.21942, -3.66828, -1.27197], [0.15819, -3.30043, -0.51252], [2.29472, -4.17687, -0.82938], [2.36883, -4.31314, 0.64888], [2.13504, -2.92611, 1.24983], [2.76528, -1.95683, 0.68671], [1.14814, -2.62847, 1.96080], [-0.65807, -2.13241, -2.51612], [0.38560, -1.45640, -3.54149], [2.05170, -3.05674, -3.13118], [0.54624, -3.97627, -3.28835], [3.36602, -4.66359, 0.90750], [1.62343, -4.99840, 1.04706], [1.85260, 1.82815, -2.75726], [2.52505, 0.54772, -3.25582], [3.13633, -0.58820, -2.02134], [4.50674, 0.36442, -1.32903], [4.52419, 0.47099, 0.19388], [3.00641, 1.03317, 0.97221], [2.72193, 2.64972, 0.25827], [1.27938, 2.83269, -0.21847], [0.67034, 1.62710, -1.40944], [2.60623, 2.54117, -2.42543], [1.33884, 2.30143, -3.59417], [1.83114, -0.02692, -3.86739], [3.34376, 0.81754, -3.92581], [5.44310, -0.08821, -1.65591], [4.47368, 1.35596, -1.78283], [4.70234, -0.50492, 0.64049], [5.34940, 1.11813, 0.49326], [2.94115, 3.42509, 0.99368], [3.42055, 2.80739, -0.56264], [0.58185, 2.76666, 0.62061], [1.15727, 3.83208, -0.63930], [-3.36123, 3.82337, 3.45372], [-2.08720, 3.49767, 3.96903], [-1.52999, 2.34459, 3.17977], [-0.25379, 1.85269, 3.46044], [0.24547, 0.80537, 2.70074], [-0.43655, 0.22993, 1.71262], [-1.71281, 0.62968, 1.50237], [-2.26459, 1.71667, 2.19760], [-2.52365, -0.21078, 0.59925], [-3.89270, -0.01187, 0.44028], [-4.63273, -0.92072, -0.29590], [-6.12872, -0.76253, -0.44373], [-6.57309, 0.56192, -0.23290], [-3.97142, -2.01160, -0.84201], [-2.60472, -2.13437, -0.65661], [-1.88310, -1.24667, 0.02580], [-3.75116, 4.52211, 3.98551], [-2.14229, 3.20440, 5.02197], [-1.39477, 4.34206, 3.89774], [0.35762, 2.26912, 4.25168], [1.23358, 0.41259, 2.89236], [-3.26778, 2.05572, 1.99543], [-4.40055, 0.82354, 0.89764], [-6.61223, -1.37276, 0.32029], [-6.44904, -1.15641, -1.41119], [-6.37506, 1.08505, -1.01628], [-4.50014, -2.76820, -1.40863], [-2.05010, -2.97586, -1.05306]]}

***

{"formula": "C22H30N2O4", "method": "wB97M-V/def2-TZVPD", "fmax_ev_per_a": 1.52, "molar_mass_g_mol": 386.492, "homo_lumo_gap_ev": 6.00, "charge": 2, "e_homo_ev": -14.0, "energy_ev": -34455.3891, "species": ["C", "C", "O", "O", "C", "C", "C", "C", "C", "C", "C", "C", "N", "C", "C", "C", "C", "C", "C", "N", "C", "C", "O", "O", "C", "C", "C", "C", "H", "H", "H", "H", "H", "H", "H", "H", "H", "H", "H", "H", "H", "H", "H", "H", "H", "H", "H", "H", "H", "H", "H", "H", "H", "H", "H", "H", "H", "H"], "xyz": [[4.65366, 0.20512, 2.80836], [5.05253, -0.32880, 1.46367], [5.67223, -1.32403, 1.30544], [4.63592, 0.43351, 0.39697], [3.38185, -0.00284, -0.11229], [3.04894, 0.78151, -1.35149], [2.85199, 2.28782, -1.13708], [1.79975, 2.66971, -0.09368], [0.45858, 3.12149, -0.69848], [-0.23167, 4.19517, 0.12314], [-1.63806, 4.54560, -0.39595], [-2.78615, 3.88067, 0.34958], [-2.71343, 2.39625, 0.25981], [-3.38149, 1.73927, -0.69872], [-3.28458, 0.36464, -0.82999], [-2.49299, -0.35444, 0.05707], [-2.35047, -1.82712, -0.07264], [-1.93884, -2.35550, -1.29728], [-1.76757, -3.72021, -1.43648], [-1.99847, -4.54265, -0.39133], [-1.75902, -5.99666, -0.54642], [-0.32347, -6.30326, -0.12619], [-0.07042, -6.52055, 0.99903], [0.60332, -6.38228, -1.09865], [-2.42155, -4.05491, 0.78601], [-2.60615, -2.69766, 0.97812], [-1.82410, 0.33647, 1.06386], [-1.95572, 1.71145, 1.13636], [5.39974, -0.05606, 3.54393], [4.51729, 1.27888, 2.75553], [3.70584, -0.25807, 3.07393], [2.59825, 0.04248, 0.65041], [3.47277, -1.05772, -0.38899], [3.87534, 0.65872, -2.04551], [2.16324, 0.33804, -1.80993], [3.81703, 2.72279, -0.90200], [2.57088, 2.70648, -2.10112], [1.62301, 1.86326, 0.61385], [2.18564, 3.51388, 0.47463], [0.65198, 3.50573, -1.69567], [-0.20210, 2.25370, -0.80850], [-0.28328, 3.94906, 1.18440], [0.36447, 5.10152, 0.06962], [-1.71586, 4.29662, -1.45206], [-1.80229, 5.61505, -0.30653], [-3.70846, 4.15376, -0.15408], [-2.87786, 4.18650, 1.38479], [-3.99005, 2.30315, -1.38636], [-3.84331, -0.11217, -1.61907], [-1.75473, -1.69658, -2.12937], [-1.45089, -4.13418, -2.37869], [-2.45312, -6.55843, 0.06427], [-1.92462, -6.26464, -1.58326], [0.63294, -5.59518, -1.65710], [-2.59249, -4.77877, 1.56602], [-2.95076, -2.32592, 1.92888], [-1.20534, -0.18561, 1.77439], [-1.43791, 2.27598, 1.89288]]}

***

{"formula": "C22H30N2O5S", "method": "wB97M-V/def2-TZVPD", "relative_energy_kj_mol": 59.88, "fmax_ev_per_a": 0.97, "molar_mass_g_mol": 434.558, "homo_lumo_gap_ev": 9.69, "charge": 0, "e_homo_ev": -9.0, "energy_ev": -47353.9080, "smiles": "CCOc1ccc(S(=O)(=O)N(CC(=O)N[C@H]2CCCC[C@@H]2C)Cc2ccco2)cc1", "species": ["C", "C", "H", "H", "O", "C", "C", "C", "C", "C", "C", "H", "H", "S", "O", "O", "N", "C", "H", "C", "O", "N", "H", "C", "C", "C", "C", "C", "C", "C", "H", "H", "H", "H", "H", "H", "H", "H", "H", "H", "H", "H", "H", "H", "C", "C", "C", "C", "C", "O", "H", "H", "H", "H", "H", "H", "H", "H", "H", "H"], "xyz": [[6.44781, 0.01946, 0.62526], [5.24291, -0.60792, -0.05726], [5.53558, -1.53313, -0.57084], [4.81549, 0.08676, -0.79195], [4.28410, -0.89356, 0.94809], [3.07641, -1.37826, 0.59330], [2.69823, -1.70925, -0.70796], [1.41993, -2.17806, -0.95435], [0.52249, -2.31042, 0.08473], [0.88444, -1.99587, 1.38354], [2.15760, -1.53941, 1.64024], [2.47539, -1.28928, 2.64007], [0.16072, -2.12894, 2.17130], [-1.13850, -2.86298, -0.22592], [-1.18757, -3.57364, -1.47254], [-1.66625, -3.50267, 0.94345], [-1.93353, -1.37361, -0.36766], [-1.61779, -0.69530, -1.60501], [-1.26184, -1.41615, -2.34773], [-0.56065, 0.40402, -1.43666], [0.13847, 0.75176, -2.36719], [-0.54228, 0.94676, -0.20985], [-1.13793, 0.51777, 0.48178], [0.24824, 2.10633, 0.17813], [1.74443, 1.80743, 0.05544], [2.57882, 3.01120, 0.47733], [2.21403, 4.22691, -0.36643], [0.72608, 4.53000, -0.23231], [-0.12572, 3.33618, -0.66625], [-1.61147, 3.66186, -0.53792], [-2.22187, 2.82900, -0.87808], [-1.87036, 3.87788, 0.49742], [-1.85767, 4.53244, -1.14111], [0.09648, 3.09961, -1.71015], [0.49756, 4.77630, 0.80810], [0.46785, 5.39694, -0.84355], [2.80006, 5.09269, -0.05106], [2.44759, 4.02333, -1.41312], [3.63972, 2.77916, 0.36522], [2.39516, 3.23105, 1.53200], [1.98479, 0.94393, 0.67722], [1.95623, 1.55196, -0.98332], [0.00556, 2.31031, 1.22718], [-2.51482, -0.21667, -2.01193], [-3.32232, -1.36616, 0.06141], [-3.72991, -0.00846, 0.52434], [-4.64343, 0.87926, 0.03744], [-4.58589, 2.01676, 0.88131], [-3.63566, 1.73959, 1.81116], [-3.10995, 0.51898, 1.60500], [-3.25735, 2.30122, 2.64196], [-5.16867, 2.91039, 0.79747], [-5.28578, 0.73960, -0.80771], [-4.00012, -1.69210, -0.73836], [-3.37333, -2.08325, 0.88504], [1.11669, -2.45139, -1.95183], [3.38546, -1.60361, -1.53099], [6.86230, -0.67013, 1.35517], [6.15103, 0.92966, 1.13896], [7.20794, 0.25751, -0.11293]]}

***

{"formula": "C22H30N4O5S", "method": "wB97M-V/def2-TZVPD", "relative_energy_kj_mol": 0.00, "fmax_ev_per_a": 0.81, "molar_mass_g_mol": 462.572, "homo_lumo_gap_ev": 8.47, "charge": 0, "e_homo_ev": -8.0, "energy_ev": -50337.0927, "smiles": "CCOC(=O)C1CCN(C(=O)CCCNC(=O)Cn2cnc3sc(C)c(C)c3c2=O)CC1", "species": ["C", "C", "H", "H", "O", "C", "O", "C", "C", "C", "N", "C", "O", "C", "C", "H", "H", "C", "N", "C", "O", "C", "N", "C", "N", "C", "C", "C", "C", "S", "C", "H", "H", "H", "C", "H", "H", "H", "C", "O", "H", "H", "H", "H", "H", "H", "H", "H", "C", "C", "H", "H", "H", "H", "H", "H", "H", "H", "H", "H", "H", "H"], "xyz": [[-5.66027, 0.10817, -2.49896], [-6.05968, -0.22457, -1.06913], [-6.29342, 0.69137, -0.51719], [-6.91348, -0.90431, -1.04377], [-5.01249, -0.91999, -0.38521], [-4.03375, -0.18224, 0.13961], [-4.00381, 1.01970, 0.11715], [-2.97012, -1.06934, 0.76452], [-2.25385, -1.85828, -0.34078], [-1.12389, -2.68717, 0.27723], [-0.19523, -1.81045, 0.95044], [0.98615, -1.35475, 0.48654], [1.58770, -0.46848, 1.08221], [1.58595, -1.97072, -0.76499], [2.65939, -3.02985, -0.46870], [3.11129, -3.31012, -1.42182], [2.19905, -3.92010, -0.03587], [3.76743, -2.54231, 0.48536], [4.11185, -1.15690, 0.28201], [5.04862, -0.72856, -0.57479], [5.82260, -1.44173, -1.17759], [5.05673, 0.80508, -0.72555], [3.71242, 1.30645, -0.92426], [3.05232, 0.98126, -2.06055], [1.80853, 1.21643, -2.29602], [1.13791, 1.83444, -1.30179], [1.70079, 2.27640, -0.11093], [0.74573, 2.89163, 0.75113], [-0.50483, 2.89497, 0.20932], [-0.55658, 2.14990, -1.37284], [-1.75265, 3.45856, 0.78907], [-1.69088, 3.46862, 1.87483], [-1.90043, 4.48367, 0.44664], [-2.61678, 2.87192, 0.48515], [1.07699, 3.45931, 2.09163], [0.45414, 3.00661, 2.86200], [2.11982, 3.26344, 2.31925], [0.90491, 4.53506, 2.10305], [3.09800, 2.01423, 0.13420], [3.75121, 2.31920, 1.11242], [3.62625, 0.47042, -2.82242], [5.44029, 1.26341, 0.19132], [5.69868, 1.07270, -1.56746], [3.44631, -0.50481, 0.69002], [4.66589, -3.14394, 0.33095], [3.43789, -2.64639, 1.52185], [0.82900, -2.39888, -1.41817], [2.05469, -1.15260, -1.31448], [-0.81968, -1.11185, 2.06057], [-1.95926, -0.23458, 1.54925], [-1.55004, 0.53472, 0.89402], [-2.45031, 0.26319, 2.38549], [-0.05700, -0.50043, 2.54395], [-1.19361, -1.85486, 2.77229], [-0.62403, -3.28688, -0.48055], [-1.53985, -3.37224, 1.02501], [-1.83080, -1.16017, -1.06717], [-2.96165, -2.51011, -0.85339], [-3.47698, -1.77857, 1.42804], [-6.49243, 0.58688, -3.00658], [-5.39031, -0.79795, -3.03600], [-4.81045, 0.78641, -2.49953]]}